Entry 1:
C11H30F6N2O8S2 | ωB97M-V/def2-TZVPD

Values from the calculation:
Total energy in eV: -69215.818
Energy above the lowest of the compared OMol25 structures with the same formula, charge and spin in eV: 0.476
<S²>: 0.762
Multiplicity: 2
Charge: +1
HOMO-LUMO gap (alpha / beta) in eV: 10.17 / 3.26

Each line ends with the Mulliken spin population.
CARTESIAN COORDINATES (ANGSTROEM)
S: 3.482 1.802 1.816  -0.035
S: 3.552 -0.763 1.862  -0.012
F: 1.895 -2.955 1.537  0.007
F: 2.755 -2.785 3.425  0.003
F: 3.439 4.172 0.840  0.036
F: 1.147 -1.512 2.897  0.006
F: 1.448 3.535 1.366  0.036
F: 2.335 2.685 -0.481  0.035
O: 4.266 -1.516 0.857  0.013
O: 4.850 1.882 1.351  0.207
O: 3.208 1.999 3.229  0.220
O: -1.708 1.650 2.174  0.000
O: 0.167 2.097 -1.931  0.007
O: 4.301 -0.529 3.125  0.210
O: 2.144 -0.657 -1.210  0.004
O: -0.733 -2.305 -0.225  -0.001
N: 0.159 0.384 0.382  0.000
N: 2.712 0.580 1.101  0.052
C: -2.342 -3.647 1.014  0.000
C: -0.571 1.284 -4.134  0.003
C: 1.384 2.822 -3.832  0.000
C: -3.205 -0.241 2.660  0.000
C: 2.228 -2.068 2.419  0.042
C: -3.112 1.191 2.077  0.000
C: -3.306 1.131 0.533  0.000
C: -1.465 -3.573 -0.270  0.000
C: -2.070 -3.584 -1.658  0.000
C: 0.611 1.680 -3.182  0.000
C: 2.596 3.179 0.768  0.166
H: -2.971 -2.791 1.259  0.000
H: -0.107 3.017 -1.957  -0.001
H: 2.856 -1.280 -1.356  0.000
H: -1.624 -2.845 -2.323  0.000
H: -0.141 1.158 -5.128  0.000
H: -1.642 -3.734 1.845  0.000
H: 2.450 -0.108 -0.489  -0.001
H: -2.328 -0.842 2.422  0.000
H: -2.901 -4.583 0.990  0.000
H: 0.134 -2.668 -0.027  0.000
H: -1.602 2.287 2.885  0.000
H: -3.231 -0.212 3.750  0.000
H: -2.922 1.982 -0.029  0.000
H: 2.189 3.093 -3.149  0.001
H: -2.011 -4.587 -2.082  0.000
H: -3.144 -3.397 -1.660  0.000
H: -2.626 0.433 0.044  0.000
H: -0.758 -4.401 -0.322  0.000
H: -0.490 0.662 1.104  0.000
H: -1.016 0.403 -3.672  0.000
H: 1.285 0.829 -3.078  0.000
H: 0.004 -0.519 -0.044  0.000
H: 1.853 2.497 -4.761  0.000
H: 1.089 0.439 0.773  0.007
H: -4.327 1.134 0.151  0.000
H: -1.240 2.137 -4.028  0.000
H: 0.884 3.785 -3.939  0.000
H: -3.894 1.898 2.353  0.000
H: -4.149 -0.712 2.384  0.000
H: 0.217 0.987 -0.426  -0.002


Entry 2:
C20H58F3FeN14O12 | ωB97M-V/def2-TZVPD

Values from the calculation:
Total energy in eV: -109646.026
<S²>: 12.006
Multiplicity: 7
Charge: +1
HOMO-LUMO gap (alpha / beta) in eV: 3.80 / 7.85

Each line ends with the Mulliken spin population.
CARTESIAN COORDINATES (ANGSTROEM)
Fe: 27.783 1.916 -16.006  3.841
F: 24.615 -2.081 -17.282  -0.001
F: 26.379 -3.022 -16.480  -0.001
F: 24.757 -2.771 -15.291  0.002
O: 27.127 -1.875 -20.925  -0.001
O: 25.986 3.056 -16.195  0.394
O: 26.600 0.239 -16.260  0.089
O: 26.975 2.154 -14.021  0.012
O: 26.706 -0.917 -14.385  0.111
O: 29.065 0.955 -17.339  0.390
O: 29.171 0.965 -14.822  0.203
O: 23.991 1.647 -8.833  0.000
O: 22.598 0.128 -13.342  0.001
O: 22.802 -2.872 -10.198  0.000
O: 27.158 2.157 -18.444  -0.060
O: 31.847 -3.197 -13.292  0.000
N: 23.506 -0.465 -8.581  0.000
N: 27.954 1.902 -20.518  -0.003
N: 28.877 -0.824 -18.645  0.009
N: 24.453 0.060 -10.304  0.000
N: 29.764 -1.128 -14.426  -0.011
N: 26.701 3.554 -12.318  0.002
N: 31.310 0.575 -14.292  0.000
N: 23.930 3.483 -16.984  -0.013
N: 25.173 2.039 -12.676  -0.011
N: 25.799 1.844 -20.240  -0.006
N: 24.889 4.952 -15.662  -0.004
N: 21.138 1.544 -12.480  0.001
N: 30.745 0.148 -18.532  0.009
N: 20.586 0.388 -14.235  0.000
C: 29.491 0.187 -18.183  0.117
C: 27.128 -1.241 -12.065  0.001
C: 24.786 -1.470 -21.652  0.001
C: 31.231 -4.640 -15.113  0.000
C: 31.262 -4.473 -13.569  0.000
C: 25.817 -2.208 -20.748  0.000
C: 25.887 -0.787 -15.597  0.045
C: 25.409 -2.087 -16.242  -0.027
C: 29.877 -4.449 -12.884  0.001
C: 26.355 2.556 -13.042  0.209
C: 21.541 -3.121 -12.220  0.000
C: 25.712 -3.718 -20.928  0.000
C: 21.518 0.654 -13.371  -0.003
C: 26.092 -1.237 -13.151  0.033
C: 26.934 1.955 -19.640  0.097
C: 24.996 3.790 -16.281  0.381
C: 24.033 0.501 -9.191  0.000
C: 23.935 -3.808 -11.851  0.000
C: 30.047 0.162 -14.445  0.152
C: 22.887 -2.781 -11.579  0.000
H: 21.219 -4.158 -12.131  0.000
H: 30.459 -1.814 -14.168  0.005
H: 25.564 -2.190 -13.158  -0.001
H: 29.224 -1.480 -19.331  0.004
H: 24.861 1.210 -13.159  -0.002
H: 30.958 -0.765 -18.908  0.001
H: 24.733 -3.943 -20.504  0.000
H: 31.874 -5.145 -12.968  0.000
H: 31.487 1.569 -14.297  0.002
H: 29.397 -3.470 -12.855  -0.001
H: 24.179 -3.861 -12.912  0.000
H: 27.887 -0.675 -18.517  -0.002
H: 26.353 -4.186 -20.181  0.000
H: 31.934 -3.175 -12.336  0.000
H: 28.776 -1.282 -14.565  0.004
H: 27.664 3.837 -12.421  0.006
H: 25.052 -0.474 -22.006  0.000
H: 31.244 -3.688 -15.644  0.001
H: 25.869 -4.087 -21.941  0.000
H: 27.444 -0.201 -11.984  0.002
H: 23.329 4.280 -17.138  0.000
H: 23.247 -1.774 -11.791  0.000
H: 27.860 1.420 -21.400  0.001
H: 24.977 -0.287 -15.267  0.034
H: 26.747 -1.525 -11.084  0.000
H: 20.725 -2.445 -11.968  0.000
H: 24.362 -0.870 -10.687  0.000
H: 24.708 0.857 -10.870  0.001
H: 23.564 -4.791 -11.562  0.000
H: 23.815 -1.510 -21.157  0.000
H: 20.135 1.647 -12.535  0.000
H: 20.980 -0.148 -14.995  0.000
H: 25.754 1.165 -20.986  0.000
H: 22.973 -0.225 -7.757  0.000
H: 23.892 2.599 -17.472  -0.003
H: 32.126 -5.117 -15.514  0.000
H: 31.368 0.624 -17.895  -0.003
H: 24.542 2.720 -12.275  0.001
H: 27.248 -1.275 -21.664  0.000
H: 25.536 5.263 -14.952  -0.003
H: 22.829 -3.826 -10.096  0.000
H: 23.514 -1.371 -9.028  0.000
H: 26.077 3.933 -11.620  0.001
H: 25.286 -0.533 -12.945  -0.002
H: 21.753 1.720 -11.697  0.000
H: 28.826 2.243 -20.137  -0.001
H: 32.058 -0.055 -14.039  -0.002
H: 29.268 -5.174 -13.424  0.000
H: 27.988 -1.900 -12.187  0.000
H: 25.060 1.730 -19.561  -0.006
H: 25.580 -1.997 -19.705  0.000
H: 24.753 -2.012 -22.597  0.000
H: 30.006 -4.855 -11.881  0.000
H: 24.949 -3.557 -11.540  0.000
H: 30.349 -5.195 -15.434  0.000
H: 24.164 5.619 -15.885  0.004
H: 19.665 0.786 -14.346  0.000
H: 21.720 -3.062 -13.294  0.000


Entry 3:
C2H6O3 | ωB97M-V/def2-TZVPD

Values from the calculation:
Structure (SMILES): CC(=O)O.O
Total energy in eV: -8313.910
Energy above the lowest of the compared OMol25 structures with the same formula, charge and spin in eV: 0.598
HOMO-LUMO gap in eV: 11.08

Each line ends with the natural charge from an NBO analysis.
CARTESIAN COORDINATES (ANGSTROEM)
O: -2.125 -1.002 -0.945  -0.943
O: 2.455 0.368 0.709  -0.572
O: 0.932 -0.634 -0.528  -0.739
C: 1.313 0.326 0.330  0.792
C: 0.173 1.113 0.780  -0.741
H: -2.508 -1.881 -0.795  0.466
H: -0.675 0.548 1.108  0.260
H: -0.263 1.756 0.001  0.251
H: -1.233 -1.194 -1.233  0.476
H: 0.420 1.790 1.609  0.239
H: 1.511 -1.190 -1.038  0.511


Entry 4:
C4H9S | ωB97M-V/def2-TZVPD

Values from the calculation:
Total energy in eV: -15128.724
Energy above the lowest of the compared OMol25 structures with the same formula, charge and spin in eV: 0.926
Charge: -1
HOMO-LUMO gap in eV: 6.00

Each line ends with the natural charge from an NBO analysis.
CARTESIAN COORDINATES (ANGSTROEM)
S: -1.574 0.645 0.702  -0.759
C: -2.346 -0.818 1.516  -0.734
C: 2.276 -1.123 -0.402  -0.421
C: 2.453 -0.117 -1.249  -0.172
C: 1.342 0.893 -1.494  -0.648
H: 1.357 -1.178 0.169  0.226
H: 3.064 -1.848 -0.196  0.174
H: -2.057 -0.857 2.561  0.169
H: 0.626 0.455 -2.179  0.227
H: 3.344 0.029 -1.840  0.171
H: -1.994 -1.707 0.997  0.171
H: 1.050 1.360 -0.568  0.257
H: -3.443 -0.797 1.491  0.165
H: 1.777 1.712 -2.083  0.174


Entry 5:
C6H10 | ωB97M-V/def2-TZVPD

Values from the calculation:
Structure (SMILES): C[C@H]1C[C@H]2C[C@H]21
Total energy in eV: -6379.624
Energy above the lowest of the compared OMol25 structures with the same formula, charge and spin in eV: 4.235
HOMO-LUMO gap in eV: 8.73

Each line ends with the natural charge from an NBO analysis.
CARTESIAN COORDINATES (ANGSTROEM)
C: -1.115 -0.650 1.622  -0.629
C: 0.819 0.638 -1.024  -0.234
C: -0.557 0.370 0.604  -0.198
C: -0.601 0.176 -0.881  -0.270
C: 0.821 -0.696 -1.624  -0.474
C: 0.955 0.667 0.511  -0.408
H: -0.841 -0.443 2.668  0.216
H: -0.738 -1.668 1.396  0.214
H: -2.206 -0.711 1.569  0.218
H: 1.304 1.600 0.961  0.211
H: 0.853 -0.765 -2.721  0.216
H: -1.045 1.363 0.010  0.274
H: 1.100 1.485 -1.626  0.210
H: -1.516 -0.004 -1.416  0.234
H: 1.585 -0.151 0.884  0.211
H: 1.034 -1.607 -1.082  0.209


Entry 6:
C28H34N10O4 | ωB97M-V/def2-TZVPD

Values from the calculation:
Structure (SMILES): O=[N+]([O-])c1ccccc1.O=[N+]([O-])c1ccccc1.CC#N.CC#N.CC#N.CC#N.CC#N.CC#N.CC#N.CC#N
Total energy in eV: -52670.290
Energy above the lowest of the compared OMol25 structures with the same formula, charge and spin in eV: 0.904
HOMO-LUMO gap in eV: 8.84

Each line ends with the Löwdin charge.
CARTESIAN COORDINATES (ANGSTROEM)
O: -1.681 -0.563 0.755  0.045
O: -2.878 1.208 0.553  0.008
O: -0.559 1.404 3.697  0.073
O: -0.825 0.622 5.684  0.084
N: -0.335 0.592 4.572  -0.351
N: -1.859 -1.366 -2.100  0.181
N: -4.280 -3.547 0.575  0.134
N: 3.914 1.392 -3.207  0.149
N: 3.172 -1.543 -1.864  0.146
N: 0.630 -4.727 2.886  0.157
N: -1.335 2.811 -2.895  0.166
N: -1.807 0.626 0.539  -0.290
N: 6.509 1.274 -0.317  0.129
N: -3.878 4.492 0.188  0.157
C: 0.616 3.355 -0.184  -0.050
C: -1.004 -3.844 1.044  -0.054
C: 1.849 -2.414 4.976  -0.068
C: 4.177 -1.730 -2.387  -0.243
C: -4.853 -1.111 -0.171  -0.069
C: -0.069 -4.360 2.055  -0.247
C: 2.182 -2.728 3.653  -0.105
C: -6.486 4.395 -0.090  -0.055
C: 0.505 0.585 -0.253  -0.021
C: 0.806 -0.862 2.954  -0.007
C: 0.559 -0.524 4.262  -0.144
C: 1.027 -1.355 5.275  -0.005
C: 1.708 1.232 -0.448  -0.101
C: -0.577 2.727 0.123  -0.013
C: -0.927 -1.954 -2.411  -0.248
C: 2.890 1.536 -3.705  -0.275
C: -3.525 1.709 -2.014  -0.077
C: -4.575 -2.495 0.220  -0.263
C: 1.777 2.616 -0.440  -0.060
C: 5.642 1.001 0.382  -0.287
C: -5.016 4.435 0.060  -0.267
C: 5.482 -1.860 -3.080  -0.044
C: -0.597 1.340 0.105  -0.162
C: -2.296 2.323 -2.502  -0.247
C: 0.268 -2.721 -2.749  -0.058
C: 1.557 1.733 -4.249  -0.074
C: 1.594 -1.967 2.645  -0.100
C: 4.552 0.604 1.255  -0.074
H: 0.881 -1.122 6.322  0.120
H: 4.059 -0.312 0.932  0.067
H: 0.309 -2.976 -3.802  0.085
H: -4.538 -0.456 0.635  0.065
H: 4.932 0.540 2.273  0.087
H: 2.626 0.783 -0.809  0.061
H: -6.759 3.395 -0.425  0.077
H: -4.280 -0.842 -1.056  0.037
H: -0.937 -2.768 0.891  0.048
H: -6.696 5.175 -0.817  0.083
H: -3.880 0.881 -2.627  0.076
H: 0.277 -3.635 -2.148  0.079
H: 2.857 -3.531 3.397  0.101
H: 1.354 2.802 -4.207  0.080
H: 0.801 1.211 -3.663  0.057
H: 6.048 -2.698 -2.686  0.080
H: 0.472 -0.491 -0.345  0.102
H: -4.352 2.421 -2.056  0.074
H: -3.420 1.358 -0.990  0.013
H: 1.171 -2.212 -2.406  0.018
H: -0.869 -4.353 0.093  0.074
H: 0.425 -0.225 2.168  0.082
H: -2.005 -4.032 1.432  0.055
H: -1.472 3.288 0.361  0.100
H: 3.759 1.353 1.235  0.062
H: -6.999 4.523 0.859  0.082
H: -5.924 -1.119 -0.379  0.085
H: 6.031 -0.942 -2.881  0.077
H: 5.220 -1.980 -4.128  0.082
H: 2.717 3.142 -0.546  0.113
H: 0.722 4.428 -0.086  0.112
H: 1.801 -2.198 1.608  0.105
H: 2.217 -3.112 5.718  0.111
H: 1.395 1.361 -5.260  0.081